Record 1
Here is 2 unconnected molecules or ions with the total composition C2HCl2O2P from OMol25. Energies are from ωB97M-V/def2-TZVPD.

As for the gap between HOMO and LUMO (alpha / beta): 6.1 / 6.8 eV. Its highest occupied orbital energy (alpha / beta) is -0.3664 / -0.3699 Eh. The value obtained for the largest force on an atom is 4.62 eV/Å. Its energy above the lowest of the compared OMol25 structures with the same formula, charge and spin is 759.8 kJ/mol. The charge is 0.

The geometry in XYZ format:
```
8
Properties=species:S:1:pos:R:3:mulliken_charge:R:1
C 0.6333 -0.6819 -0.1175 0.5141
O 0.2876 0.0872 -1.1803 -0.1453
H 0.0507 -0.1579 0.8383 0.2806
Cl 2.2897 1.0897 2.4815 -0.1286
Cl -0.0303 -2.3750 -0.2652 -0.1737
O 1.4321 0.4251 -1.9324 -0.1227
P 2.8225 0.1528 -1.1037 0.4246
C 2.0350 -0.8295 0.1562 -0.6489
```

Record 2
Here is C2HCl3O3 in the gas phase from OMol25. Energies are from ωB97M-V/def2-TZVPD.

As for the gap between HOMO and LUMO: 10.6 eV. Its highest occupied orbital energy is -0.3988 Eh. The value obtained for the largest force on an atom is 3.95 eV/Å. Its energy above the lowest of the compared OMol25 structures with the same formula, charge and spin is 379.6 kJ/mol. The charge is 0.

The geometry in XYZ format:
```
9
Properties=species:S:1:pos:R:3:mulliken_charge:R:1
Cl -2.0663 2.0179 0.1750 -0.1798
O -1.3180 -0.3638 1.9503 -0.1614
O 0.3392 0.0880 0.2323 -0.4489
Cl -2.9753 -0.4836 -1.1903 -0.0765
O -2.6267 -0.3329 1.3801 -0.1327
C -0.8166 -0.3733 0.5790 0.3464
Cl -0.9538 -2.3590 0.1553 -0.2617
H 1.1006 -0.5998 0.4093 0.4355
C -2.1207 0.1455 0.1702 0.4791
```

Record 3
Here is 2 unconnected molecules or ions with the total composition C2HCl4NO2 from OMol25. Energies are from ωB97M-V/def2-TZVPD.

As for the gap between HOMO and LUMO: 9.3 eV. Its highest occupied orbital energy is -0.3799 Eh. The value obtained for the largest force on an atom is 2.31 eV/Å. Its energy above the lowest of the compared OMol25 structures with the same formula, charge and spin is 52.6 kJ/mol. The charge is 0.

The geometry in XYZ format:
```
10
Properties=species:S:1:pos:R:3:mulliken_charge:R:1
Cl 3.2041 1.3533 0.8882 -0.1272
Cl -1.0546 0.6641 0.9247 -0.2195
N 1.0244 -1.6809 -0.6233 1.0053
C 1.6281 -0.7260 0.2345 -0.2265
C 2.0434 0.4930 -0.1400 0.5638
Cl 2.1748 -1.4420 1.6657 -0.1224
H -0.5570 0.7461 -0.2465 0.2688
Cl 1.5268 1.2092 -1.6141 -0.0753
O 0.3606 -1.2780 -1.5417 -0.5268
O 1.4046 -2.7978 -0.4767 -0.5403
```

Record 4
Here is 2 unconnected molecules or ions with the total composition C2HCl4NO2 from OMol25. Energies are from ωB97M-V/def2-TZVPD.

Its multiplicity is 3. As for the gap between HOMO and LUMO (alpha / beta): 8.1 / 7.5 eV. Its highest occupied orbital energy (alpha / beta) is -0.2935 / -0.3757 Eh. The value obtained for the largest force on an atom is 3.90 eV/Å. Its energy above the lowest of the compared OMol25 structures with the same formula, charge and spin is 36.4 kJ/mol. The charge is 0.

The geometry in XYZ format:
```
10
Properties=species:S:1:pos:R:3:mulliken_charge:R:1
Cl 1.1724 2.0298 0.0892 -0.0236
O 0.9734 -1.6757 -0.2193 -0.5011
H -1.8103 0.5306 1.0402 0.3957
C -1.9539 0.0385 0.1872 -0.2232
Cl 1.7303 -0.2169 1.9112 -0.0322
O 0.8032 -0.0696 -1.7948 -0.4841
Cl -1.4088 -1.5769 0.1566 -0.0614
Cl -1.9497 1.0011 -1.1402 -0.0801
N 1.1003 -0.4659 -0.6359 0.7131
C 1.3432 0.4051 0.4056 0.2970
```

Record 5
Here is 2 unconnected molecules or ions with the total composition C2HClF2S from OMol25. Energies are from ωB97M-V/def2-TZVPD.

As for the gap between HOMO and LUMO (alpha / beta): 7.3 / 7.3 eV. Its highest occupied orbital energy (alpha / beta) is -0.3615 / -0.3599 Eh. The value obtained for the largest force on an atom is 3.31 eV/Å. Its energy above the lowest of the compared OMol25 structures with the same formula, charge and spin is 329.4 kJ/mol. The charge is 0.

The geometry in XYZ format:
```
7
Properties=species:S:1:pos:R:3:mulliken_charge:R:1
H -0.3140 0.1032 0.2595 0.3941
S 2.8942 -3.0629 -0.6634 -0.0285
F 2.4987 0.0369 -1.2796 -0.1858
Cl -0.0437 -1.6874 -1.1362 -0.1295
F 1.6113 1.6240 0.0065 -0.2051
C 0.3554 -0.2174 -0.4174 -0.2979
C 1.4336 0.4928 -0.6345 0.4526
```

Record 6
Here is C2HClF4S in the gas phase from OMol25. Energies are from ωB97M-V/def2-TZVPD.

As for the gap between HOMO and LUMO: 7.8 eV. Its highest occupied orbital energy is -0.3231 Eh. The value obtained for the largest force on an atom is 4.62 eV/Å. Its energy above the lowest of the compared OMol25 structures with the same formula, charge and spin is 241.7 kJ/mol. The charge is 0.

The geometry in XYZ format:
```
9
Properties=species:S:1:pos:R:3:mulliken_charge:R:1
F -1.0970 -1.7223 1.9237 -0.2151
F -0.5083 0.8879 1.6862 -0.2157
F 1.0120 -0.3480 0.6309 -0.2260
C -1.0675 -1.1398 0.6911 0.6051
C -0.2593 0.0768 0.6145 0.2587
S -3.9406 0.0958 -1.1322 -0.2865
H -0.2870 0.7013 -0.3140 0.2635
Cl -2.9775 -0.7810 0.5038 -0.0182
F -0.8975 -2.0600 -0.1706 -0.1659
```

Record 7
Here is 2 unconnected molecules or ions with the total composition C2HClN2O from OMol25. Energies are from ωB97M-V/def2-TZVPD.

As for the gap between HOMO and LUMO (alpha / beta): 9.2 / 7.3 eV. Its highest occupied orbital energy (alpha / beta) is -0.3333 / -0.3167 Eh. The value obtained for the largest force on an atom is 1.87 eV/Å. Its energy above the lowest of the compared OMol25 structures with the same formula, charge and spin is 412.9 kJ/mol. The charge is 0.

The geometry in XYZ format:
```
7
Properties=species:S:1:pos:R:3:mulliken_charge:R:1
N 0.5267 -2.8227 0.1270 0.1704
C 1.4205 -0.1265 0.3986 0.4376
Cl 0.9787 0.0917 -2.1252 -0.1001
C 0.4386 -0.1402 -0.5728 -0.3078
O 0.3695 -2.9440 1.2356 -0.1429
N 2.2305 -0.4400 1.1475 -0.4070
H -0.6674 -0.1178 -0.6258 0.3498
```

Record 8
Here is C2HClN2O in the gas phase from OMol25. Energies are from ωB97M-V/def2-TZVPD.

As for the gap between HOMO and LUMO: 10.4 eV. Its highest occupied orbital energy is -0.4000 Eh. The value obtained for the largest force on an atom is 10.02 eV/Å. Its energy above the lowest of the compared OMol25 structures with the same formula, charge and spin is 260.4 kJ/mol. The charge is 0.

The geometry in XYZ format:
```
7
Properties=species:S:1:pos:R:3:mulliken_charge:R:1
C -0.0371 0.4772 -0.0267 0.6049
N 2.5033 0.4253 -0.0183 -0.3391
Cl -2.3876 -0.2776 0.1929 -0.0597
N -0.8374 -0.6641 -0.4725 -0.3052
C 1.4109 0.0812 0.2826 0.0042
H -0.3006 -1.5532 -0.1784 0.3340
O -0.3515 1.5113 0.2204 -0.2391
```

Record 9
Here is 2 unconnected molecules or ions with the total composition C2HClN2O2 from OMol25. Energies are from ωB97M-V/def2-TZVPD.

As for the gap between HOMO and LUMO: 9.2 eV. Its highest occupied orbital energy is -0.3430 Eh. The value obtained for the largest force on an atom is 1.95 eV/Å. Its energy above the lowest of the compared OMol25 structures with the same formula, charge and spin is 286.1 kJ/mol. The charge is 0.

The geometry in XYZ format:
```
8
Properties=species:S:1:pos:R:3:mulliken_charge:R:1
C -1.6187 0.4387 1.7152 0.6038
O -2.2231 0.9945 2.5471 -0.3268
C -0.8801 -0.0537 0.7552 -0.4153
H 0.2165 -0.1292 0.6456 0.3025
Cl -1.7370 -0.8453 -0.5666 -0.1642
N 2.3766 0.9407 -1.5457 -0.2998
N 2.1142 -0.1320 -1.6673 0.7876
O 1.7517 -1.2138 -1.8835 -0.4878
```

Record 10
Here is C2HClN2O2 in the gas phase from OMol25. Energies are from ωB97M-V/def2-TZVPD.

As for the gap between HOMO and LUMO: 10.5 eV. Its highest occupied orbital energy is -0.3630 Eh. The value obtained for the largest force on an atom is 4.23 eV/Å. Its energy above the lowest of the compared OMol25 structures with the same formula, charge and spin is 70.0 kJ/mol. The charge is 0.

The geometry in XYZ format:
```
8
Properties=species:S:1:pos:R:3:mulliken_charge:R:1
C -0.9378 0.6000 -0.4391 0.6334
C 0.9705 -0.4617 -0.2177 0.4888
O 0.1853 0.3725 -1.0700 -0.2717
Cl -2.1099 1.3549 -1.2740 -0.1328
H 0.6868 -0.7376 1.8834 0.3347
N -1.0126 0.2272 0.7619 -0.4949
N 0.1301 -0.6046 0.8867 -0.0468
O 2.0875 -0.7508 -0.5311 -0.5107
```

Record 11
Here is 2 unconnected molecules or ions with the total composition C2HClN2S from OMol25. Energies are from ωB97M-V/def2-TZVPD.

As for the gap between HOMO and LUMO: 8.1 eV. Its highest occupied orbital energy is -0.3181 Eh. The value obtained for the largest force on an atom is 2.61 eV/Å. Its energy above the lowest of the compared OMol25 structures with the same formula, charge and spin is 494.4 kJ/mol. The charge is 0.

The geometry in XYZ format:
```
7
Properties=species:S:1:pos:R:3:mulliken_charge:R:1
H -2.1221 0.1001 0.3342 0.3192
C -0.2108 -1.9450 -0.6662 -0.0119
Cl 2.2459 1.2164 0.3516 -0.0809
C -1.1846 0.2971 -0.1117 -0.1462
N -0.2528 1.0169 -0.0160 0.4459
S 0.8201 -2.4009 0.3645 -0.0328
N 0.7044 1.7154 -0.2563 -0.4933
```

Record 12
Here is 2 unconnected molecules or ions with the total composition C2HClN2S from OMol25. Energies are from ωB97M-V/def2-TZVPD.

As for the gap between HOMO and LUMO (alpha / beta): 6.5 / 7.3 eV. Its highest occupied orbital energy (alpha / beta) is -0.3218 / -0.3348 Eh. The value obtained for the largest force on an atom is 3.16 eV/Å. Its energy above the lowest of the compared OMol25 structures with the same formula, charge and spin is 394.4 kJ/mol. The charge is 0.

The geometry in XYZ format:
```
7
Properties=species:S:1:pos:R:3:mulliken_charge:R:1
Cl 2.1953 -1.3383 -0.7197 -0.0649
C -1.3620 0.5395 0.0246 0.1882
N 0.0059 -1.1817 0.6691 -0.0345
N 1.0319 -1.6737 0.5615 0.0214
C -0.3853 1.3224 -0.0930 -0.2869
S 0.8293 2.3355 -0.5026 -0.1891
H -2.3152 -0.0037 0.0601 0.3658
```